Entry 1:
C3H6N2O | the ωB97M-V functional and the def2-TZVPD basis

F_max   1.5 eV/Å
Relative energy (zero: lowest compared OMol25 entry of this formula, charge and spin)   178.3 kJ/mol
Structure (SMILES)   N#C[C@@H](N)CO
HOMO-LUMO gap   10.9 eV

```
12
Properties=species:S:1:pos:R:3:nbo_charge:R:1
N -2.82 -0.21 0.32 -0.31
C -1.73 0.13 0.12 0.26
C -0.34 0.52 -0.14 -0.17
N 0.34 0.95 1.07 -0.81
C 0.33 -0.71 -0.82 -0.05
O 1.73 -0.74 -0.72 -0.69
H -0.37 1.35 -0.86 0.22
H -0.27 0.91 1.88 0.38
H 1.14 0.36 1.31 0.34
H -0.15 -1.60 -0.40 0.17
H 0.10 -0.65 -1.89 0.19
H 2.04 -0.30 0.09 0.46
```

=====

Entry 2:
C4H4FN | the ωB97M-V functional and the def2-TZVPD basis

F_max   3.9 eV/Å
Relative energy (zero: lowest compared OMol25 entry of this formula, charge and spin)   319.9 kJ/mol
HOMO-LUMO gap (alpha / beta)   8.9 / 7.7 eV

```
10
Properties=species:S:1:pos:R:3:nbo_charge:R:1
C -1.75 0.11 0.51 0.20
C 0.72 0.71 0.20 -0.49
C -0.38 -0.13 0.89 -0.28
C 0.88 -0.24 -1.00 0.32
N -2.91 0.17 0.33 -0.31
F 1.75 -1.21 -0.95 -0.31
H 0.26 1.64 -0.11 0.25
H 1.63 0.75 0.68 0.24
H -0.25 -1.18 1.06 0.23
H 0.04 -0.62 -1.60 0.17
```

=====

Copy entry 2 word for word.
C4H4FN | the ωB97M-V functional and the def2-TZVPD basis

F_max   3.9 eV/Å
Relative energy (zero: lowest compared OMol25 entry of this formula, charge and spin)   319.9 kJ/mol
HOMO-LUMO gap (alpha / beta)   8.9 / 7.7 eV

```
10
Properties=species:S:1:pos:R:3:nbo_charge:R:1
C -1.75 0.11 0.51 0.20
C 0.72 0.71 0.20 -0.49
C -0.38 -0.13 0.89 -0.28
C 0.88 -0.24 -1.00 0.32
N -2.91 0.17 0.33 -0.31
F 1.75 -1.21 -0.95 -0.31
H 0.26 1.64 -0.11 0.25
H 1.63 0.75 0.68 0.24
H -0.25 -1.18 1.06 0.23
H 0.04 -0.62 -1.60 0.17
```

=====

Q: Among the records above, which one has the lowest relative energy (zero: lowest compared OMol25 entry of this formula, charge and spin)?
A: C3H6N2O

=====

Q: Among the records above, which one has the lowest relative energy (zero: lowest compared OMol25 entry of this formula, charge and spin)?
A: C3H6N2O

=====

Q: The lowest relative energy (zero: lowest compared OMol25 entry of this formula, charge and spin) belongs to which entry?
A: C3H6N2O